Entry from OMol25: a structure of composition C31H48N2O6Se2SiV (ωB97M-V/def2-TZVPD).

```
91
Properties=species:S:1:pos:R:3:forces:R:3:lowdin_spin:R:1
V -0.054725 -0.229512 0.036895 0.859 -0.525 0.614 1.9704
C 3.543314 0.208559 -0.925760 -0.097 -0.008 -0.044 0.0059
Se 2.506394 -0.123604 0.684383 0.469 -0.232 -0.048 0.0049
C 2.731318 1.616961 1.518133 0.134 0.002 0.121 0.0003
C 1.801310 2.686368 1.008989 -0.026 -0.021 -0.045 0.0029
Se -0.049003 2.119164 0.984831 -0.213 0.648 0.432 0.0041
C -0.354426 1.823640 2.885100 0.004 0.011 -0.071 0.0095
H 4.566449 0.395386 -0.619463 0.069 0.011 0.018 -0.0002
H 3.140641 1.052224 -1.476428 -0.016 0.033 -0.030 0.0003
H 3.484284 -0.702615 -1.511511 -0.026 -0.045 0.010 0.0002
H 3.772433 1.901168 1.374453 0.056 0.018 0.014 -0.0004
H 2.590850 1.442223 2.582433 0.003 0.027 0.061 -0.0001
H 2.002394 2.953513 -0.026090 0.075 0.021 -0.071 0.0002
H 1.857101 3.593583 1.605969 0.021 0.075 0.051 -0.0005
H -0.345327 2.781542 3.392813 0.011 0.064 0.039 0.0000
H 0.389956 1.155513 3.303172 0.041 -0.056 0.043 0.0001
H -1.340010 1.372533 2.962036 -0.052 -0.014 0.023 0.0008
C -5.321579 -0.509258 1.903901 -0.065 -0.017 0.156 0.0000
C -5.120893 -0.512948 0.402809 0.233 0.031 -0.173 -0.0001
C -5.037144 -1.936197 -0.131341 0.086 -0.081 -0.005 0.0000
C -6.223299 0.253647 -0.314416 0.026 0.073 -0.123 0.0000
O -3.837565 0.158287 0.200417 -0.134 -0.003 -0.112 -0.0001
Si -3.060689 0.637646 -1.125853 0.136 -0.069 0.037 0.0024
O -1.421426 0.317009 -0.752229 -1.760 0.437 -1.217 -0.0285
O -3.413878 -0.247220 -2.427666 -0.029 0.000 -0.161 -0.0018
C -3.374305 0.071146 -3.850240 0.038 0.054 0.260 0.0000
C -2.067094 0.780950 -4.170680 0.052 0.134 -0.014 0.0002
C -4.578343 0.929967 -4.203200 -0.087 -0.015 0.044 -0.0001
C -3.446353 -1.263651 -4.558892 0.044 -0.198 -0.027 0.0000
O -3.187028 2.198260 -1.486339 0.153 0.185 0.109 0.0006
C -3.546618 3.497691 -0.967586 0.027 -0.219 -0.039 0.0000
C -3.711673 3.463964 0.542662 -0.014 -0.035 0.060 0.0000
C -2.429026 4.445415 -1.368422 0.065 0.075 -0.057 -0.0001
C -4.849824 3.894516 -1.637751 -0.133 0.076 -0.033 0.0000
H -6.264465 -0.997922 2.161134 0.059 0.037 -0.003 0.0000
H -5.347173 0.515556 2.283923 0.003 -0.070 -0.020 0.0000
H -4.504677 -1.048661 2.389871 -0.065 0.041 -0.038 0.0000
H -5.974914 -2.452337 0.085921 0.041 -0.014 -0.024 0.0000
H -4.215524 -2.475435 0.344120 -0.074 0.061 -0.016 0.0000
H -4.878022 -1.943612 -1.212504 -0.028 0.037 0.080 0.0000
H -7.166621 -0.288006 -0.223992 0.022 0.031 0.008 0.0000
H -5.996638 0.353031 -1.382846 -0.017 -0.038 0.133 0.0000
H -6.364640 1.249155 0.109495 0.048 0.018 0.020 0.0000
H -2.031948 1.768931 -3.702727 -0.009 -0.102 -0.041 0.0000
H -1.961879 0.908877 -5.249633 -0.013 -0.003 0.030 0.0000
H -1.221234 0.189541 -3.813390 -0.009 -0.016 -0.023 0.0003
H -4.566894 1.864444 -3.643191 0.017 -0.023 -0.017 0.0000
H -5.503629 0.393462 -3.976471 0.056 0.037 -0.019 0.0000
H -4.570669 1.163615 -5.270211 -0.002 -0.016 0.051 0.0000
H -2.551283 -1.850410 -4.341612 -0.017 0.011 -0.036 0.0000
H -3.516811 -1.117666 -5.638054 0.012 -0.026 0.029 0.0000
H -4.319304 -1.825910 -4.220649 0.015 0.046 -0.032 0.0000
H -2.795712 3.127914 1.030748 0.034 -0.002 -0.019 -0.0001
H -4.519739 2.799322 0.844711 -0.040 -0.025 -0.033 0.0000
H -3.934835 4.470164 0.899835 -0.009 -0.020 0.030 0.0000
H -1.495873 4.178077 -0.868964 -0.027 -0.003 -0.003 -0.0001
H -2.686461 5.470940 -1.095083 0.020 -0.041 -0.013 0.0000
H -2.271233 4.403212 -2.448316 -0.018 0.013 0.062 0.0000
H -5.610039 3.127037 -1.480291 0.025 0.025 0.014 0.0000
H -4.705544 4.029186 -2.711303 -0.014 -0.022 0.036 0.0000
H -5.217979 4.834351 -1.221046 0.016 -0.025 -0.041 0.0000
O 2.425511 -2.772727 -0.676470 0.217 0.238 0.002 0.0013
C 1.309210 -3.066536 -0.315753 -0.742 0.211 0.107 0.0048
N 0.805589 -4.311643 -0.124101 -0.086 -0.062 0.075 0.0005
C -0.639829 -4.355984 0.122853 0.304 0.126 0.056 0.0000
C -0.878018 -2.846363 0.332475 0.614 0.104 -0.085 0.0056
O -1.877138 -2.329743 0.768066 -0.110 0.192 -0.034 0.0216
N 0.282699 -2.128570 0.002914 -0.266 -1.395 0.001 -0.0051
C -1.014064 -5.087676 1.409308 0.078 0.126 0.014 0.0000
C -2.356854 -5.354094 1.668223 -0.018 0.017 -0.019 0.0000
C -2.729978 -5.961421 2.855807 0.020 -0.008 0.009 0.0001
C -1.766318 -6.312147 3.795634 -0.013 -0.005 -0.020 -0.0001
C -0.430304 -6.046242 3.542853 0.004 0.030 -0.058 0.0001
C -0.054158 -5.427814 2.353502 0.002 -0.032 0.035 -0.0001
C -1.350714 -4.926851 -1.102833 0.046 -0.013 0.043 -0.0001
C -1.348542 -6.312391 -1.257732 0.016 0.001 -0.021 0.0000
C -1.863313 -6.893665 -2.404876 -0.016 0.013 -0.004 0.0000
C -2.394484 -6.092318 -3.407581 0.005 0.000 0.022 0.0000
C -2.413487 -4.714893 -3.250987 -0.016 -0.032 0.007 0.0000
C -1.893730 -4.128104 -2.102079 -0.044 0.007 0.057 0.0001
H 1.332326 -5.120607 -0.409619 -0.003 0.010 -0.101 0.0001
H -3.110256 -5.087840 0.934892 0.044 -0.014 0.040 0.0000
H -3.775776 -6.167302 3.048278 0.037 0.008 -0.009 0.0000
H -2.059081 -6.795379 4.719736 0.009 0.022 -0.037 0.0000
H 0.325404 -6.318745 4.269497 -0.024 0.011 -0.036 0.0000
H 0.991817 -5.215928 2.165125 -0.052 -0.008 0.012 0.0000
H -0.949815 -6.940659 -0.468070 -0.010 0.026 -0.040 0.0000
H -1.855809 -7.971272 -2.513137 0.003 0.042 0.001 0.0000
H -2.801279 -6.540878 -4.305627 0.019 0.015 0.040 0.0000
H -2.840237 -4.098371 -4.030474 -0.007 0.039 0.037 0.0000
H -1.938448 -3.049257 -1.984926 0.015 -0.012 -0.031 0.0001
```
Positions in Å, forces in eV/Å.

Results
net charge = +1
E_tot = -212451.72171 eV
energy above the lowest of the compared OMol25 structures with the same formula, charge and spin = 26.68 kcal per mole
2S+1 = 3
LUMO (alpha / beta) = -3.5 / -3.1 eV
molar mass = 781.7 u
highest occupied orbital energy (alpha / beta) = -11.2 / -11.2 eV
<S²> = 2.02



Entry from OMol25: a structure of composition C31H48N4OS2Si2TeZn (ωB97M-V/def2-TZVPD).

```
90
Properties=species:S:1:pos:R:3:forces:R:3:lowdin_charge:R:1
Zn -0.093008 -0.347688 0.304349 0.274 0.043 0.250 0.0926
S -1.007577 1.783008 0.067018 -0.278 -0.010 0.014 0.7605
C 0.393849 2.617392 -0.355207 0.229 0.102 -0.086 -0.6239
N 0.393660 3.898567 -0.631822 -0.071 -0.058 0.031 -0.0762
C 1.657180 4.611599 -0.850255 0.030 -0.026 0.035 -0.0679
C 2.667522 4.067792 0.124414 -0.034 0.004 -0.037 -0.0701
N 2.805280 2.628906 -0.137392 -0.009 -0.106 -0.023 -0.0627
C 4.163936 2.060990 0.053562 -0.093 -0.048 -0.030 -0.0838
C 4.502337 2.069641 1.521508 0.031 0.006 -0.014 -0.2162
C 5.277450 3.080522 2.075722 0.015 -0.020 -0.009 -0.0359
C 5.545842 3.088408 3.437504 0.017 0.003 -0.017 -0.0546
C 5.041193 2.082908 4.246715 0.006 0.002 0.052 -0.0637
C 4.272130 1.066197 3.695480 -0.002 -0.015 -0.006 -0.0704
C 4.002934 1.057048 2.337054 -0.021 0.056 0.015 -0.0367
C 1.750996 1.907251 -0.427054 -0.107 0.145 0.047 -0.6237
S 1.824784 0.289100 -0.898603 0.189 -0.048 -0.092 0.7435
C -0.821477 4.744651 -0.652216 0.016 -0.063 -0.055 -0.0896
C -0.816270 5.701858 0.511490 -0.023 0.016 0.002 -0.2309
C -0.764417 7.071242 0.287454 0.002 -0.011 -0.011 -0.0378
C -0.747181 7.955498 1.358227 -0.006 0.014 -0.007 -0.0536
C -0.774486 7.470742 2.655224 -0.004 -0.005 -0.003 -0.0605
C -0.826603 6.100898 2.883943 -0.007 0.011 0.053 -0.0645
C -0.850557 5.218621 1.817918 0.012 -0.016 -0.037 -0.0429
H 1.473711 5.668736 -0.670118 0.020 -0.015 0.027 0.1388
H 1.976977 4.474308 -1.886622 0.023 0.030 0.025 0.1555
H 2.354520 4.227357 1.159334 0.004 0.038 -0.025 0.1538
H 3.643006 4.527464 -0.015377 -0.024 0.015 -0.029 0.1408
H 4.850956 2.667204 -0.536536 0.006 0.015 0.040 0.1424
H 4.156320 1.053398 -0.348503 0.048 0.015 -0.006 0.0831
H 5.698425 3.851978 1.442253 0.008 0.028 -0.020 0.1181
H 6.161620 3.869411 3.861267 0.006 0.012 0.007 0.1157
H 5.264761 2.080921 5.305138 -0.002 0.002 0.006 0.1129
H 3.903828 0.265481 4.324007 -0.007 -0.016 0.008 0.0969
H 3.414653 0.258222 1.902978 -0.034 -0.056 -0.022 0.0896
H -1.687808 4.088630 -0.654630 0.004 0.035 0.017 0.0912
H -0.799066 5.287182 -1.598333 -0.013 0.012 -0.001 0.1429
H -0.750785 7.452941 -0.726634 0.000 0.010 -0.019 0.1204
H -0.716369 9.020804 1.176033 0.002 0.009 -0.002 0.1160
H -0.764487 8.157920 3.489415 0.001 0.016 0.020 0.1142
H -0.865046 5.726604 3.898424 0.004 -0.006 -0.002 0.1087
H -0.914495 4.151141 1.997125 -0.001 -0.020 0.010 0.0942
N 0.542634 -0.280244 2.285880 -0.169 -0.042 -0.086 0.1231
C 0.367665 -0.392289 3.429592 0.074 -0.097 -0.164 -0.2114
N 0.214141 -0.540816 4.701095 0.031 0.063 0.124 -0.0645
C 0.372286 -1.853888 5.357871 0.013 -0.033 -0.006 -0.0746
C 1.270446 -1.675542 6.571760 -0.009 -0.068 0.020 -0.1750
O 0.770776 -0.660259 7.414276 -0.007 0.005 0.001 -0.1036
C 0.770891 0.595228 6.771032 -0.028 0.046 0.029 -0.1764
C -0.173291 0.579265 5.579853 -0.016 0.022 0.013 -0.0770
H 0.801376 -2.555120 4.643443 -0.001 -0.006 0.020 0.1355
H -0.616767 -2.204594 5.660261 0.027 -0.004 0.017 0.1407
H 2.293681 -1.434696 6.253946 -0.014 -0.004 -0.016 0.1291
H 1.292800 -2.594167 7.155999 0.004 0.014 -0.023 0.1410
H 1.787104 0.853870 6.443936 -0.018 0.008 -0.015 0.1274
H 0.439420 1.330594 7.502560 0.000 -0.012 -0.022 0.1401
H -0.122444 1.506917 5.011821 0.011 0.003 0.018 0.1339
H -1.200930 0.412707 5.910163 0.022 0.022 0.016 0.1406
C -3.979715 -4.872721 -0.122074 0.039 0.024 -0.002 -0.1807
Si -3.218242 -4.387023 -1.754132 0.000 -0.052 -0.008 0.4002
C -1.930914 -5.635212 -2.283661 0.014 0.020 0.061 -0.1771
C -4.503868 -4.104382 -3.068760 0.042 -0.003 0.009 -0.1691
C -2.331255 -2.717361 -1.499666 0.039 0.099 -0.054 -0.5490
Te -0.751712 -2.826955 -0.071466 -0.124 -0.096 0.056 1.3100
C 0.833105 -3.323812 -1.406743 0.014 0.085 0.008 -0.5393
Si 2.296154 -4.174594 -0.534132 0.022 0.003 0.006 0.3943
C 3.046513 -2.900794 0.621942 -0.064 -0.036 0.011 -0.1861
C 3.488199 -4.701732 -1.860644 -0.011 0.019 0.034 -0.1651
C 1.663448 -5.633599 0.439578 -0.001 -0.001 -0.016 -0.1817
H -4.530566 -5.808795 -0.222333 -0.017 -0.030 -0.023 0.0438
H -4.685252 -4.118086 0.230286 -0.014 0.018 0.009 0.0396
H -3.227440 -5.027275 0.654762 0.009 0.007 0.008 0.0200
H -2.390727 -6.613588 -2.428953 -0.031 -0.026 -0.011 0.0462
H -1.149978 -5.765958 -1.527762 -0.019 0.000 -0.005 0.0130
H -1.456586 -5.357219 -3.226451 0.013 0.010 -0.031 0.0414
H -5.045180 -5.027419 -3.279380 -0.019 -0.042 0.001 0.0436
H -4.054144 -3.767923 -4.003899 0.010 0.011 -0.023 0.0397
H -5.236644 -3.358682 -2.757690 -0.014 0.022 0.011 0.0398
H -3.022652 -1.956010 -1.134575 -0.017 -0.005 0.009 0.0137
H -1.867799 -2.337276 -2.411440 -0.042 0.008 -0.023 0.0235
H 1.140046 -2.404229 -1.906208 -0.006 -0.022 -0.055 -0.0086
H 0.375483 -3.975031 -2.152112 -0.010 -0.057 0.021 0.0090
H 3.531813 -2.096538 0.067770 0.025 0.038 -0.032 0.0145
H 3.796567 -3.358397 1.269043 0.026 -0.021 -0.002 0.0445
H 2.290500 -2.448799 1.273230 -0.009 0.005 0.022 -0.0020
H 3.778243 -3.871626 -2.506114 0.002 0.028 -0.009 0.0390
H 3.051339 -5.479659 -2.488553 -0.012 -0.010 -0.021 0.0429
H 4.398171 -5.110598 -1.419282 0.029 -0.018 0.018 0.0436
H 0.992918 -5.346006 1.251707 -0.015 0.012 0.003 0.0194
H 2.505893 -6.164026 0.887952 0.013 -0.016 0.008 0.0440
H 1.135897 -6.348278 -0.195844 -0.003 0.009 -0.011 0.0380
```
Positions in Å, forces in eV/Å.

Results
net charge = +2
E_tot = -134061.10672 eV
energy above the lowest of the compared OMol25 structures with the same formula, charge and spin = 0.00 kcal per mole
LUMO = -6.4 eV
molar mass = 806.0 u
highest occupied orbital energy = -13.9 eV



- Which of these has the highest energy above the lowest of the compared OMol25 structures with the same formula, charge and spin?
  C31H48N2O6Se2SiV